ORCA calculation (the ωB97M-V functional and the def2-TZVPD basis) on a structure of composition C6H27MnN10O11 in a non-equilibrium geometry.

```
55
C6H27MnN10O11 (the ωB97M-V functional and the def2-TZVPD basis)
Mn 3.252 1.920 -1.061
O -0.438 1.169 0.158
C 0.690 0.444 0.407
O 1.741 0.644 -0.284
O 0.754 -0.282 1.410
H -0.950 1.014 0.988
O 2.272 3.562 -0.224
H 1.299 3.532 -0.170
H 2.510 4.491 -0.080
O 1.588 -0.156 4.085
H 1.130 -0.862 4.554
H 1.230 -0.185 3.179
O 4.406 1.438 0.579
H 4.049 0.800 1.253
H 5.356 1.494 0.763
C 3.836 -2.264 1.498
O 4.443 -3.196 2.008
N 3.105 -2.341 0.357
N 3.544 -1.090 2.125
H 3.385 -2.964 -0.382
H 2.552 -1.554 0.066
H 3.715 -1.014 3.118
H 2.683 -0.631 1.858
C -1.168 -3.423 0.805
O -1.852 -4.444 0.756
N -1.629 -2.177 0.595
N 0.117 -3.453 1.229
H -2.614 -1.995 0.557
H -1.047 -1.362 0.713
H 0.597 -4.312 1.421
H 0.599 -2.633 1.552
C -1.545 2.880 -2.998
O -0.372 3.239 -3.179
N -1.931 1.952 -2.101
N -2.541 3.392 -3.786
H -2.849 1.554 -2.104
H -1.229 1.619 -1.455
H -3.497 3.119 -3.627
H -2.480 4.205 -4.365
C 0.193 -1.169 -3.196
O 0.628 -0.040 -3.460
N -0.889 -1.303 -2.380
N 0.545 -2.274 -3.902
H -1.033 -0.494 -1.810
H -1.471 -2.116 -2.337
H 0.182 -3.177 -3.656
H 1.355 -2.209 -4.490
C -3.575 1.151 1.988
O -2.425 0.751 2.213
N -4.671 0.386 2.184
N -3.783 2.349 1.365
H -4.515 -0.468 2.695
H -5.560 0.848 2.255
H -3.010 2.976 1.257
H -4.684 2.660 1.052
```

F_max: 2.63 eV/A
<S²>: 8.752
HOMO (spin up / spin down): -0.416 / -0.416 Ha
net charge: +1
spin multiplicity: 6